A single Cl2H2N2S2 molecule in a non-equilibrium geometry, computed with wB97M-V/def2-TZVPD.

* E_HOMO: -9.28 eV
* SMILES: SN(Cl)N(S)Cl
* Kohn-Sham gap: 9.27 eV
* energy relative to the best compared isomer or geometry (same formula, charge and spin): 248.04 kJ/mol
* DFT total energy: -1827.27807 Ha
* molecular weight: 165.1 g mol⁻¹

Structure (XYZ):
```
8
Properties=species:S:1:pos:R:3:forces:R:3
S 1.217361 0.056751 1.717744 0.6 0.1 1.0
N -0.140519 0.545874 0.835799 -1.0 -1.0 -2.7
Cl -0.125931 2.177873 0.249882 0.0 0.5 0.8
N -0.112949 -0.426178 -0.602910 1.0 1.2 2.3
S -1.724759 -0.615377 -1.072576 -0.1 2.7 -2.8
Cl 0.837194 0.423345 -1.723410 0.1 -0.5 -0.8
H 1.826272 -0.680115 0.797742 0.3 0.0 -0.5
H -1.776669 -1.482173 -0.202270 -0.8 -2.9 2.6
```
Positions in Å, forces in eV/Å.